{
  "formula": "C80H152B2N8O24",
  "method": "the ωB97M-V functional and the def2-TZVPD basis",
  "species": ["O", "C", "O", "B", "O", "C", "O", "O", "C", "O", "C", "O", "O", "O", "C", "O", "B", "O", "C", "O", "O", "C", "O", "C", "O", "O", "C", "C", "C", "C", "C", "C", "N", "O", "C", "C", "C", "H", "H", "H", "H", "H", "H", "H", "H", "H", "H", "H", "H", "H", "H", "H", "H", "H", "H", "H", "C", "C", "C", "C", "C", "C", "N", "O", "C", "C", "C", "H", "H", "H", "H", "H", "H", "H", "H", "H", "H", "H", "H", "H", "H", "H", "H", "H", "H", "H", "C", "C", "C", "C", "C", "C", "N", "O", "C", "C", "C", "H", "H", "H", "H", "H", "H", "H", "H", "H", "H", "H", "H", "H", "H", "H", "H", "H", "H", "H", "C", "C", "C", "C", "C", "C", "N", "O", "C", "C", "C", "H", "H", "H", "H", "H", "H", "H", "H", "H", "H", "H", "H", "H", "H", "H", "H", "H", "H", "H", "C", "C", "C", "C", "C", "C", "N", "O", "C", "C", "C", "H", "H", "H", "H", "H", "H", "H", "H", "H", "H", "H", "H", "H", "H", "H", "H", "H", "H", "H", "C", "C", "C", "C", "C", "C", "N", "O", "C", "C", "C", "H", "H", "H", "H", "H", "H", "H", "H", "H", "H", "H", "H", "H", "H", "H", "H", "H", "H", "H", "C", "C", "C", "C", "C", "C", "N", "O", "C", "C", "C", "H", "H", "H", "H", "H", "H", "H", "H", "H", "H", "H", "H", "H", "H", "H", "H", "H", "H", "H", "C", "C", "C", "C", "C", "C", "N", "O", "C", "C", "C", "H", "H", "H", "H", "H", "H", "H", "H", "H", "H", "H", "H", "H", "H", "H", "H", "H", "H", "H"],
  "xyz": [[4.47307, -2.84263, -1.79040], [3.71461, -1.98800, -1.33149], [2.64045, -2.13547, -0.73207], [2.04206, -0.82731, -0.42128], [3.12432, 0.16372, -0.72274], [4.08075, -0.49292, -1.33624], [5.13451, 0.00624, -1.72819], [1.71177, -0.73337, 1.04401], [0.38716, -0.42346, 1.13790], [-0.31708, -0.25737, 2.10030], [-0.20194, -0.28898, -0.26946], [0.73776, -0.60775, -1.11744], [-1.33620, 0.14029, -0.51304], [-2.40323, -1.47065, 3.36171], [-2.85784, -2.46392, 3.87244], [-3.70352, -3.38117, 3.30649], [-3.96894, -4.51821, 4.25747], [-2.90427, -4.31741, 5.26545], [-2.31781, -3.13230, 5.09829], [-1.35050, -2.75120, 5.82848], [-5.34549, -4.63316, 4.75616], [-5.77527, -5.87784, 4.60156], [-6.76448, -6.44140, 5.06208], [-4.67299, -6.62480, 3.73771], [-3.71251, -5.78580, 3.55678], [-4.59040, -7.84475, 3.33889], [-2.40508, 1.32177, -4.69239], [-1.88238, 0.01174, -5.24047], [-0.43414, -0.15445, -4.67425], [0.13870, -1.59538, -4.75492], [-0.92614, -2.53802, -4.23634], [-2.31808, -2.54229, -4.98662], [-2.78397, -1.15048, -4.88150], [-4.06402, -0.89396, -5.33513], [-2.24114, -3.11180, -6.41307], [-3.26256, -3.49902, -4.21595], [-1.86069, 0.25918, -6.81117], [-3.33895, 1.71897, -5.09015], [-1.71518, 2.14731, -4.86738], [-2.42867, 1.24112, -3.60564], [0.20501, 0.57154, -5.17678], [-0.51280, 0.16879, -3.63626], [1.04532, -1.82418, -4.19476], [0.24533, -1.90137, -5.79564], [-1.11602, -2.34424, -3.18064], [-0.45425, -3.51724, -4.15544], [-3.05606, -2.74634, -7.03794], [-1.30880, -2.95754, -6.95623], [-2.31514, -4.19856, -6.45281], [-2.89458, -4.52455, -4.24738], [-3.45039, -3.03680, -3.24683], [-4.28906, -3.38875, -4.56556], [-1.41332, 1.25303, -6.82605], [-2.90033, 0.21423, -7.13557], [-1.21319, -0.42571, -7.35866], [-4.46121, -0.91201, -4.46134], [3.78974, 2.30289, -8.04030], [2.91540, 1.43051, -7.08119], [3.81228, 0.41325, -6.28866], [4.60236, 0.99889, -5.10713], [3.59903, 1.69461, -4.19995], [2.85042, 2.80880, -4.88238], [2.16794, 2.24428, -6.14452], [1.30013, 3.18830, -6.73954], [1.76936, 3.23604, -3.90209], [3.70328, 4.06205, -5.19659], [1.88301, 0.64172, -7.91096], [3.77091, 1.75588, -8.98292], [4.81427, 2.39048, -7.67867], [3.61244, 3.35995, -8.23844], [3.21633, -0.43101, -5.94198], [4.55522, 0.01028, -6.97695], [5.17205, 1.80834, -5.56357], [5.22809, 0.25349, -4.61628], [4.19081, 2.04730, -3.35527], [2.91269, 1.01071, -3.70062], [2.20673, 3.52579, -2.94665], [1.14393, 4.04333, -4.28319], [1.04786, 2.46145, -3.64217], [4.41005, 4.03836, -6.02606], [3.16775, 4.99617, -5.36607], [4.49514, 4.01836, -4.44884], [1.06816, 0.22479, -7.31912], [2.36652, -0.21337, -8.38332], [1.33272, 1.25368, -8.62566], [1.83477, 3.50928, -7.46943], [0.20897, 5.58770, 2.22569], [-1.25401, 5.01160, 2.03511], [-2.19585, 6.24154, 1.67840], [-2.02754, 6.70880, 0.23263], [-2.19269, 5.52133, -0.78018], [-1.33601, 4.30377, -0.48890], [-1.34557, 3.93508, 0.97363], [-0.61040, 2.75437, 1.24013], [-1.96539, 3.18239, -1.24339], [0.11899, 4.49308, -1.04197], [-1.69112, 4.53558, 3.41716], [0.46002, 6.21332, 1.36914], [1.02268, 4.86866, 2.13106], [0.38794, 6.25270, 3.07059], [-3.25575, 6.04611, 1.84126], [-2.09954, 7.12219, 2.31345], [-1.17318, 7.36505, 0.06677], [-2.79776, 7.44617, 0.00647], [-1.81874, 5.77615, -1.77181], [-3.25376, 5.27733, -0.83216], [-2.10634, 3.46506, -2.28662], [-1.40766, 2.24593, -1.25251], [-2.97231, 2.99808, -0.86890], [0.34407, 5.48709, -0.65549], [0.84126, 3.75606, -0.69095], [0.31405, 4.54601, -2.11308], [-2.61935, 3.96928, 3.49315], [-1.72605, 5.27164, 4.22034], [-1.10399, 3.66365, 3.70549], [0.25685, 3.07642, 0.98368], [1.09769, -7.80893, -5.13434], [1.53536, -6.32786, -5.45979], [1.87529, -5.75278, -4.08669], [2.76769, -4.47713, -4.06471], [4.08320, -4.94163, -4.73292], [3.86903, -5.48822, -6.20044], [2.69891, -6.36367, -6.34290], [2.47945, -6.93414, -7.57901], [3.66901, -4.31917, -7.12251], [5.12824, -6.28149, -6.54637], [0.31680, -5.65283, -6.09725], [0.60220, -8.20138, -6.02235], [0.28285, -7.76476, -4.41172], [1.91203, -8.40263, -4.71906], [0.92374, -5.65314, -3.56448], [2.51032, -6.40898, -3.49150], [2.90209, -4.14158, -3.03639], [2.48974, -3.65569, -4.72507], [4.65091, -5.71039, -4.20870], [4.69497, -4.04245, -4.80572], [4.22936, -3.48955, -6.69141], [3.87222, -4.67104, -8.13395], [2.68341, -3.85863, -7.19028], [5.38487, -7.12260, -5.90235], [5.03337, -6.71182, -7.54331], [6.01453, -5.68707, -6.32445], [-0.02245, -6.17134, -6.99399], [0.57541, -4.61046, -6.28352], [-0.45959, -5.53686, -5.34103], [2.91220, -7.77899, -7.43568], [-6.11249, -0.54626, 2.73396], [-6.36908, -0.96305, 1.28572], [-7.71336, -0.29765, 0.86414], [-8.02218, -0.17649, -0.54785], [-6.76532, 0.34675, -1.32378], [-5.44008, -0.43814, -1.07240], [-5.24640, -0.57352, 0.39963], [-4.13554, -1.33099, 0.74830], [-5.51720, -1.73460, -1.83198], [-4.38061, 0.49043, -1.78827], [-6.71072, -2.46439, 1.26628], [-5.15534, -0.85511, 3.15416], [-6.85453, -0.98566, 3.40060], [-6.05717, 0.53594, 2.85184], [-8.58756, -0.67049, 1.39786], [-7.66268, 0.76308, 1.10987], [-8.86313, 0.46273, -0.81674], [-8.24348, -1.19555, -0.86510], [-6.64799, 1.37583, -0.98420], [-7.01185, 0.40503, -2.38394], [-6.40674, -2.33155, -1.63078], [-5.41743, -1.57497, -2.90560], [-4.58739, -2.26577, -1.62849], [-4.80654, 0.75145, -2.75706], [-4.25559, 1.36929, -1.15576], [-3.49834, -0.13802, -1.90968], [-7.10207, -2.88085, 0.33810], [-7.51206, -2.60992, 1.99069], [-5.82882, -3.03946, 1.54851], [-4.34697, -2.21782, 0.44762], [3.58778, -2.30962, 3.29877], [3.04847, -3.17419, 4.49386], [4.16232, -4.16834, 5.04406], [5.13229, -3.59117, 6.13512], [4.33857, -2.82065, 7.26442], [3.41281, -1.66720, 6.61168], [2.50075, -2.34366, 5.61756], [1.38681, -1.62888, 5.19579], [2.48134, -1.13358, 7.71340], [4.27951, -0.55392, 6.10656], [1.99217, -4.18212, 3.94461], [3.45948, -2.83702, 2.35352], [4.63775, -2.06800, 3.46392], [3.02882, -1.37903, 3.20045], [3.74783, -5.03923, 5.55184], [4.69897, -4.55310, 4.17685], [5.94241, -3.00631, 5.69951], [5.60477, -4.45173, 6.60871], [4.91403, -2.35798, 8.06620], [3.75662, -3.59278, 7.76765], [1.94458, -0.24127, 7.39127], [1.74913, -1.91563, 7.91435], [3.06995, -0.94035, 8.61022], [5.09271, -0.90836, 5.47318], [3.63967, 0.19698, 5.64304], [4.78754, -0.08645, 6.95005], [1.01220, -3.73616, 3.77470], [1.85264, -5.01582, 4.63278], [2.40606, -4.63440, 3.04336], [0.71407, -2.06982, 5.71979], [4.65480, 2.03597, 3.34062], [3.47606, 3.05982, 3.20635], [3.81896, 4.33380, 4.02627], [5.00328, 5.11007, 3.34091], [4.55610, 5.49146, 1.92542], [4.16862, 4.33834, 1.02982], [3.16280, 3.39953, 1.79946], [2.72795, 2.35451, 1.05484], [3.42173, 4.92717, -0.21263], [5.41402, 3.48926, 0.44240], [2.15525, 2.48491, 3.91701], [4.91611, 1.79080, 4.37004], [5.69611, 2.20514, 3.06642], [4.38161, 1.07394, 2.90707], [2.93681, 4.93600, 4.24366], [4.17765, 4.03905, 5.01247], [5.90964, 4.51928, 3.47341], [5.15884, 5.97463, 3.98624], [5.34913, 6.05164, 1.43005], [3.69496, 6.15834, 1.96806], [2.58264, 5.52693, 0.13996], [4.02251, 5.48389, -0.93180], [2.94349, 4.18621, -0.85322], [6.16122, 3.33149, 1.22016], [5.10389, 2.54929, -0.01409], [5.81243, 4.05277, -0.40130], [1.33254, 3.19775, 3.97291], [2.38213, 2.25251, 4.95750], [1.79483, 1.54962, 3.48874], [3.55247, 1.86291, 1.04389], [-5.06719, 1.68952, 7.36333], [-4.27432, 2.39200, 6.24836], [-3.64505, 3.71939, 6.83781], [-2.50020, 3.42979, 7.88232], [-1.47104, 2.64362, 7.13943], [-1.98740, 1.39852, 6.41976], [-3.22705, 1.58586, 5.66744], [-3.76189, 0.41378, 5.11780], [-0.90417, 1.02900, 5.35640], [-1.99412, 0.30034, 7.50951], [-5.23653, 2.85722, 5.15102], [-4.49201, 1.51885, 8.27334], [-5.86260, 2.30709, 7.78050], [-5.60591, 0.81463, 6.99938], [-3.28579, 4.40954, 6.07445], [-4.41594, 4.07703, 7.52040], [-2.03161, 4.30591, 8.33058], [-2.86276, 2.88600, 8.75463], [-0.64857, 2.35924, 7.79575], [-1.06913, 3.33391, 6.39777], [-0.82182, 1.60079, 4.43207], [-1.02027, 0.01354, 4.97764], [0.09087, 1.02999, 5.80137], [-2.62031, 0.52361, 8.37331], [-1.05526, 0.04705, 8.00193], [-2.22645, -0.66208, 7.05361], [-5.64026, 1.97822, 4.64857], [-6.14937, 3.34117, 5.49832], [-4.77243, 3.60296, 4.50558], [-4.09966, -0.06882, 5.87582]],
  "atomic_forces_ev_per_a": [[-1.34, 0.99, 0.62], [5.20, -0.74, -2.53], [-3.55, -0.70, 1.33], [-1.13, 0.71, 1.96], [-0.85, -0.50, -0.44], [2.46, 1.31, -0.51], [-1.87, -0.93, 0.46], [-1.10, 0.19, -0.85], [-1.02, 0.16, 0.97], [1.82, -0.24, -0.51], [-2.74, 1.59, 0.35], [1.50, -0.24, -1.21], [2.98, -1.53, 0.12], [-1.18, -1.32, 0.91], [0.57, 0.05, -2.33], [-0.51, 0.76, 0.91], [1.34, 0.92, -1.35], [-0.26, 0.87, 0.46], [3.50, -0.38, 3.80], [-3.43, -0.97, -2.56], [-0.35, -0.22, 0.41], [-1.07, -2.29, 0.24], [1.85, 1.84, -0.87], [0.38, -5.03, -1.20], [0.43, 0.59, -0.11], [-1.23, 4.93, 1.81], [-0.03, 0.44, 1.19], [0.24, -0.94, -1.96], [-0.28, -0.56, 0.07], [-1.76, 0.41, -0.39], [-0.55, -0.59, 0.57], [0.95, -0.50, 0.05], [2.84, 0.85, 1.11], [-0.85, -0.46, -0.12], [0.30, -0.16, -0.71], [-0.48, 1.93, 0.15], [0.45, -0.31, 1.68], [-0.28, -0.61, 0.00], [0.50, -0.22, -0.24], [-0.48, 0.07, 0.12], [0.05, 0.08, -0.11], [0.28, -0.25, 0.27], [0.17, 0.61, -0.12], [0.62, 0.27, -0.31], [-0.30, 0.49, 0.10], [-0.42, -0.52, -0.58], [-0.08, 0.21, 0.08], [0.14, 0.61, 0.10], [-0.22, -0.14, 0.44], [-0.19, 0.18, 0.34], [0.84, -0.66, 0.64], [0.00, -0.60, -0.92], [-0.23, 0.10, -0.83], [0.20, 0.23, -0.36], [-0.18, -0.17, -0.03], [-1.01, 0.35, -0.22], [0.80, -0.82, -0.14], [-0.25, 0.62, 0.25], [0.29, 0.09, -0.17], [-1.63, 0.56, -1.18], [1.37, -0.66, 0.69], [-1.30, 0.43, -1.83], [-0.13, -0.59, 3.14], [0.62, -0.47, -0.04], [-0.84, 0.21, 0.11], [1.39, -0.76, -0.14], [-0.23, -0.23, 0.10], [0.41, 0.31, -0.24], [0.20, -0.51, 0.02], [-1.05, -0.01, 0.08], [-0.31, 0.04, -0.02], [-0.17, -0.15, -0.42], [0.78, -0.07, 0.28], [-0.05, 0.18, 0.01], [-0.18, 0.63, 0.16], [-0.28, -0.27, -0.44], [0.22, 0.24, -0.11], [0.26, 0.26, -0.07], [0.22, -0.47, -0.24], [-0.47, -0.73, -0.82], [-0.12, -0.09, 0.79], [-0.44, 1.11, 0.90], [0.31, 0.02, 0.57], [0.08, 0.14, -0.39], [0.43, 0.13, -0.32], [-0.01, 0.68, -0.45], [-0.03, 0.17, -1.53], [0.49, 1.37, 0.47], [0.24, -0.43, -1.01], [-0.61, -0.14, -0.81], [0.97, 1.31, 0.92], [0.90, -1.26, 0.53], [-1.76, 1.44, 0.21], [-0.20, 1.55, -0.09], [-0.77, -0.99, -0.63], [-0.36, 1.11, 0.95], [-0.28, -2.22, 0.13], [-0.28, 0.36, -0.28], [-0.21, -0.57, 0.62], [-0.38, -0.35, 0.41], [-0.08, -0.88, -0.15], [0.91, -0.20, 0.46], [0.77, -0.66, 0.09], [-0.56, -0.11, 0.03], [-0.50, 0.52, -0.19], [0.07, -0.23, 0.03], [0.16, 0.21, -0.23], [-0.03, 0.11, 0.29], [0.10, -0.19, 0.23], [0.87, 0.01, 0.01], [-0.16, 0.00, 0.34], [-0.86, -0.14, -0.16], [-0.79, 0.55, -0.76], [0.43, 0.28, -0.31], [0.91, 0.38, 0.30], [1.04, -0.77, 0.25], [-0.59, 1.13, -0.43], [-0.11, -1.81, 0.10], [0.50, 1.51, 0.02], [0.29, -1.49, -1.01], [-0.63, -0.06, -0.37], [-0.94, -0.14, 0.94], [0.28, 0.11, 3.27], [0.19, -0.07, -0.56], [0.21, 0.94, -0.44], [0.31, -0.16, 0.19], [0.55, 0.88, 0.75], [0.50, -0.56, -0.14], [0.08, 0.02, 0.31], [-0.02, -0.08, -0.32], [0.04, 0.21, 0.15], [-0.31, -0.66, -0.15], [0.16, 0.12, -0.23], [-0.83, 0.18, 0.30], [-0.25, 0.07, 0.51], [0.44, -0.25, -0.11], [0.83, 0.13, -1.02], [0.53, 0.67, -0.16], [-0.49, -0.68, 0.44], [-0.96, -0.28, 0.44], [0.55, 0.46, -0.27], [0.10, 0.51, -1.00], [-0.02, 0.17, 0.08], [0.04, 0.08, -0.58], [-0.34, -0.53, -0.14], [-0.16, -0.42, -0.58], [0.85, 0.08, 0.33], [-1.66, -0.42, -0.79], [0.48, 2.42, 1.59], [1.30, -1.42, -2.90], [-1.07, -0.33, 1.27], [-1.46, 1.71, -0.55], [-0.81, 1.17, -0.19], [0.34, 0.25, -0.41], [0.85, -0.56, -0.13], [-0.71, -1.67, 1.37], [0.45, -0.36, 0.27], [0.20, -0.39, -0.50], [-0.31, 0.21, -0.10], [-0.41, 0.10, -0.20], [0.31, -0.38, 0.37], [0.28, 0.28, 0.99], [-0.17, -0.05, 0.39], [-0.30, -0.12, -0.80], [0.30, 0.20, 0.04], [0.30, -0.21, -0.14], [0.19, -0.07, 0.00], [-0.47, 0.23, -0.12], [-0.16, -0.58, 0.30], [0.15, 0.10, -0.05], [0.42, -0.14, -0.23], [0.48, 0.67, 0.00], [0.14, 0.34, -0.29], [0.23, -0.24, 0.22], [-0.16, -0.26, 0.25], [0.26, -0.65, 0.07], [-0.26, -0.24, 0.80], [0.37, -0.61, 0.23], [0.21, 1.49, 0.95], [-0.54, 0.37, 0.26], [-0.73, 0.27, -2.04], [-0.73, -1.97, 0.56], [1.90, -2.10, 0.22], [0.31, 0.69, 0.15], [0.18, -0.46, -0.36], [0.39, 0.30, -0.02], [0.01, 0.44, 0.53], [0.22, -0.04, 0.02], [0.13, 0.04, -0.13], [-0.10, -0.05, 0.13], [-0.64, 0.09, -0.24], [0.22, 0.09, 0.01], [-0.08, 0.27, -0.01], [0.22, -0.05, 0.02], [0.56, 0.07, -0.31], [-0.58, 0.18, -0.08], [0.08, 0.06, 0.05], [-0.06, 0.06, 0.23], [-0.08, 0.18, 0.09], [-0.28, 0.13, -0.44], [0.25, 0.02, -0.35], [-0.07, 0.17, 0.23], [0.16, 0.13, -0.32], [-0.12, 0.15, 0.26], [-0.21, 0.19, -0.21], [-0.91, 0.22, -0.28], [-0.07, -0.87, 0.71], [-0.53, -0.22, 0.99], [1.38, -0.27, -0.88], [-1.94, -0.12, 1.05], [0.90, -0.06, 0.38], [-0.42, -2.55, -1.27], [0.52, 4.63, 1.07], [0.61, -0.73, -0.22], [-0.63, -0.60, 0.45], [-1.18, 1.18, 0.68], [1.22, -0.28, -0.42], [-0.96, 0.00, 0.56], [-0.28, 0.96, -1.12], [-0.10, -0.11, -0.16], [-0.04, 0.25, -0.58], [-0.06, -0.39, 0.07], [0.03, -0.14, -0.66], [0.14, 0.45, -0.33], [0.09, 0.08, -0.22], [-0.08, 0.05, 0.30], [0.11, 0.30, -0.01], [0.45, 0.31, 0.51], [0.20, -0.53, 0.34], [0.09, -0.09, -0.24], [-0.14, -0.16, 0.27], [0.33, 0.16, 0.20], [0.14, 0.20, -0.50], [0.32, -0.01, 0.12], [-0.01, 0.08, -0.29], [-0.22, -1.51, -0.94], [-0.45, 0.38, 0.54], [-0.10, 1.82, 0.74], [0.32, -1.39, 2.32], [-0.60, -0.29, -0.74], [0.21, 0.69, -0.58], [2.09, -0.90, -0.32], [-0.01, 1.21, 0.06], [0.39, 0.17, 0.09], [0.28, -1.03, 0.23], [-0.40, -0.92, -0.17], [-0.57, -0.33, -0.01], [0.31, -0.65, -0.35], [-0.22, 0.48, -0.48], [0.34, -0.33, 0.12], [-0.30, -0.01, 0.02], [-0.48, 0.89, -0.79], [-0.21, 0.45, -0.34], [-0.38, -0.23, -0.06], [0.11, -0.20, -0.17], [0.26, 0.02, -0.24], [-0.57, 0.58, 0.29], [-0.30, -0.15, 0.14], [0.10, 0.09, 0.30], [-0.50, -0.02, -0.25], [0.63, 0.64, -0.52], [-0.57, -0.10, 0.11], [0.45, 0.09, -0.58], [0.11, 0.18, 0.75], [0.18, -0.52, -0.38], [-0.17, -0.59, 0.28]],
  "e_tot_ha": -5432.974300,
  "total_charge": -2,
  "largest_force_ha_per_bohr": 0.1133,
  "orbital_gap_ev": 7.4
}